{"formula": "C43H55F5N2O6PRbSi2Te", "method": "wB97M-V/def2-TZVPD", "elements": ["Rb", "O", "C", "O", "C", "C", "C", "C", "C", "O", "C", "C", "O", "O", "H", "H", "H", "H", "H", "H", "H", "H", "C", "C", "C", "C", "C", "O", "C", "N", "C", "C", "C", "C", "C", "C", "P", "C", "C", "C", "C", "C", "C", "C", "C", "C", "C", "C", "C", "H", "H", "H", "H", "H", "H", "H", "H", "H", "H", "H", "H", "H", "H", "H", "H", "H", "H", "H", "H", "H", "H", "H", "H", "N", "C", "H", "F", "C", "F", "C", "F", "F", "F", "C", "Si", "C", "C", "C", "Te", "C", "Si", "C", "C", "C", "H", "H", "H", "H", "H", "H", "H", "H", "H", "H", "H", "H", "H", "H", "H", "H", "H", "H", "H", "H", "H", "H"], "coordinates": [[1.077, -0.280, 0.312], [0.693, 2.967, 2.540], [1.526, 2.136, 2.161], [1.568, 0.907, 2.502], [2.718, 2.635, 1.295], [3.881, 1.632, 1.307], [5.167, 2.308, 0.792], [4.921, 2.307, -0.736], [3.493, 1.742, -0.793], [3.558, 0.737, 0.234], [2.521, 2.826, -0.252], [1.082, 2.814, -0.882], [0.697, 3.913, -1.316], [0.486, 1.708, -0.969], [2.997, 3.589, 1.745], [3.982, 1.088, 2.241], [6.048, 1.723, 1.058], [5.285, 3.314, 1.200], [5.612, 1.631, -1.244], [5.000, 3.294, -1.193], [3.206, 1.297, -1.741], [2.892, 3.811, -0.537], [-2.085, 1.396, 1.573], [-3.142, 0.300, 1.455], [-2.497, -1.075, 1.602], [-3.935, 0.464, 0.158], [-5.136, -0.485, 0.005], [-5.087, -0.911, -1.366], [-3.900, -0.426, -1.857], [-3.180, 0.274, -1.092], [-3.727, -0.587, -3.321], [-4.908, -0.513, -4.064], [-4.880, -0.425, -5.444], [-3.656, -0.381, -6.090], [-2.488, -0.489, -5.355], [-2.484, -0.632, -3.968], [-0.891, -0.943, -3.048], [-0.056, -2.237, -4.110], [0.378, -2.022, -5.422], [1.054, -3.000, -6.134], [1.358, -4.216, -5.534], [0.984, -4.430, -4.219], [0.278, -3.455, -3.524], [0.066, 0.504, -3.675], [-0.541, 1.738, -3.888], [0.202, 2.832, -4.299], [1.567, 2.711, -4.506], [2.190, 1.496, -4.256], [1.447, 0.406, -3.829], [-1.439, 1.243, 2.438], [-2.536, 2.387, 1.666], [-1.458, 1.410, 0.680], [-3.878, 0.427, 2.262], [-1.578, -1.095, 1.019], [-3.131, -1.898, 1.269], [-2.229, -1.244, 2.645], [-4.281, 1.504, 0.139], [-6.095, 0.003, 0.179], [-5.063, -1.366, 0.647], [-5.850, -0.505, -3.535], [-5.806, -0.359, -6.003], [-3.604, -0.273, -7.167], [-1.550, -0.445, -5.883], [0.244, -1.056, -5.889], [1.371, -2.797, -7.150], [1.903, -4.976, -6.081], [1.259, -5.344, -3.708], [0.019, -3.654, -2.498], [-1.600, 1.858, -3.691], [-0.282, 3.793, -4.419], [2.148, 3.568, -4.822], [3.264, 1.401, -4.371], [1.951, -0.528, -3.606], [-1.652, -3.307, -0.623], [-2.082, -2.899, -1.635], [-0.907, -3.155, 0.048], [1.948, -2.291, -1.098], [2.276, -2.885, 0.172], [1.017, -2.743, 0.928], [2.218, -4.368, -0.153], [2.494, -5.111, 0.941], [1.021, -4.853, -0.617], [3.126, -4.694, -1.096], [1.013, 2.890, 5.799], [0.897, 1.189, 6.551], [-0.897, 0.790, 6.948], [1.806, 1.192, 8.213], [1.707, -0.087, 5.445], [0.401, -1.004, 4.015], [-0.324, -2.454, 5.483], [-0.313, -4.184, 4.803], [1.431, -4.872, 4.770], [-1.334, -5.313, 5.931], [-1.059, -4.312, 3.090], [0.414, 3.611, 6.363], [0.667, 2.888, 4.759], [2.049, 3.240, 5.795], [-1.339, 1.599, 7.537], [-0.985, -0.138, 7.518], [-1.475, 0.675, 6.029], [1.387, 1.944, 8.888], [2.868, 1.417, 8.080], [1.730, 0.218, 8.704], [2.181, -0.894, 6.007], [2.465, 0.387, 4.819], [-1.315, -2.166, 5.842], [0.353, -2.404, 6.341], [1.929, -4.735, 5.734], [2.028, -4.374, 4.004], [1.417, -5.941, 4.542], [-0.972, -5.280, 6.963], [-1.281, -6.351, 5.589], [-2.386, -5.017, 5.939], [-0.374, -3.904, 2.344], [-2.007, -3.773, 3.012], [-1.245, -5.360, 2.838]], "homo_lumo_gap_ev": 6.39, "largest_force_ha_per_bohr": 0.021, "de_lowest_ev": 2.152, "charge": -2, "e_lumo_ev": 3.712}

{"formula": "C43H55N4O3PRuS3", "method": "wB97M-V/def2-TZVPD", "elements": ["Ru", "C", "N", "C", "C", "C", "C", "C", "C", "C", "N", "C", "C", "C", "C", "C", "C", "N", "C", "C", "H", "H", "H", "H", "H", "H", "H", "H", "H", "H", "H", "H", "H", "H", "H", "H", "H", "H", "H", "H", "S", "C", "C", "C", "C", "C", "C", "H", "H", "H", "H", "H", "C", "C", "C", "C", "C", "C", "N", "C", "C", "C", "C", "C", "C", "H", "H", "H", "H", "H", "H", "H", "H", "H", "H", "C", "C", "C", "O", "P", "S", "S", "O", "C", "C", "C", "H", "H", "H", "H", "H", "H", "H", "H", "H", "H", "H", "H", "H", "H", "C", "C", "C", "O", "H", "H", "H", "H", "H", "H"], "coordinates": [[0.096, 0.194, 0.131], [-1.001, -2.787, -1.061], [0.177, -2.253, -0.357], [0.400, -3.078, 0.847], [1.378, -2.328, -1.165], [1.603, -3.357, -2.056], [2.789, -3.417, -2.785], [3.712, -2.403, -2.639], [3.487, -1.351, -1.754], [2.341, -1.319, -0.958], [2.016, -0.408, 0.046], [2.970, 0.278, 0.778], [4.358, 0.284, 0.615], [5.167, 1.098, 1.401], [4.631, 1.902, 2.385], [3.266, 1.809, 2.647], [2.467, 0.983, 1.889], [1.097, 0.650, 2.255], [0.492, 1.701, 3.090], [1.230, -0.564, 3.111], [-1.051, -3.879, -0.966], [-1.893, -2.363, -0.631], [-0.961, -2.536, -2.112], [0.595, -4.115, 0.550], [1.257, -2.702, 1.394], [-0.482, -3.033, 1.485], [0.848, -4.124, -2.183], [2.963, -4.230, -3.481], [4.615, -2.395, -3.240], [4.191, -0.533, -1.737], [4.834, -0.343, -0.120], [6.234, 1.108, 1.208], [5.252, 2.581, 2.956], [2.841, 2.378, 3.464], [1.005, 1.774, 4.053], [0.557, 2.657, 2.577], [-0.547, 1.445, 3.277], [1.806, -0.304, 4.004], [0.244, -0.928, 3.383], [1.771, -1.329, 2.562], [-1.689, -0.589, 1.872], [-3.094, -1.623, 1.579], [-3.890, -1.613, 0.428], [-4.988, -2.453, 0.307], [-5.339, -3.321, 1.333], [-4.563, -3.340, 2.485], [-3.458, -2.510, 2.601], [-3.631, -0.963, -0.391], [-5.565, -2.429, -0.611], [-6.196, -3.977, 1.234], [-4.815, -4.011, 3.299], [-2.853, -2.535, 3.503], [4.313, 3.773, -1.361], [3.604, 4.365, -0.319], [2.405, 3.828, 0.108], [1.839, 2.691, -0.499], [2.577, 2.096, -1.525], [3.790, 2.632, -1.945], [0.596, 2.213, -0.016], [-0.416, 3.188, -0.018], [-1.474, 3.176, 0.905], [-2.410, 4.198, 0.952], [-2.366, 5.257, 0.056], [-1.372, 5.247, -0.917], [-0.428, 4.236, -0.960], [5.257, 4.186, -1.695], [3.999, 5.242, 0.181], [1.874, 4.290, 0.934], [2.206, 1.208, -2.016], [4.323, 2.140, -2.752], [-1.581, 2.341, 1.577], [-3.192, 4.155, 1.704], [-3.099, 6.054, 0.098], [-1.331, 6.036, -1.660], [0.332, 4.260, -1.732], [-0.456, -1.663, -6.706], [0.140, -1.658, -5.308], [1.279, -0.667, -5.174], [-0.931, -1.502, -4.351], [-1.487, -0.174, -3.644], [-3.349, -0.478, -3.202], [-0.169, 0.511, -2.237], [-1.232, 0.842, -4.872], [-1.265, 2.287, -4.945], [-2.249, 2.909, -3.980], [0.135, 2.859, -4.807], [0.309, -1.941, -7.436], [-0.841, -0.674, -6.956], [-1.276, -2.380, -6.766], [0.524, -2.655, -5.081], [0.947, 0.350, -5.384], [2.049, -0.940, -5.901], [1.715, -0.690, -4.180], [-1.612, 2.467, -5.966], [-1.950, 2.722, -2.948], [-3.245, 2.501, -4.140], [-2.275, 3.991, -4.140], [0.520, 2.721, -3.796], [0.107, 3.930, -5.030], [0.820, 2.384, -5.512], [-4.410, 1.775, 1.122], [-3.775, 1.851, -0.244], [-4.483, 2.702, -1.271], [-2.773, 1.228, -0.518], [-5.230, 1.048, 1.065], [-4.842, 2.738, 1.400], [-3.692, 1.422, 1.860], [-5.481, 2.996, -0.944], [-4.531, 2.145, -2.203], [-3.884, 3.604, -1.430]], "homo_lumo_gap_ev": [6.81, 6.37], "largest_force_ha_per_bohr": 0.023, "de_lowest_ev": 0.772, "charge": -1, "s2": 0.760, "spin_multiplicity": 2, "e_lumo_ev": [2.631, 2.275]}

{"formula": "C43H55N6PdSSi", "method": "wB97M-V/def2-TZVPD", "elements": ["Pd", "C", "C", "C", "C", "C", "C", "C", "N", "C", "N", "C", "C", "C", "C", "C", "C", "C", "N", "C", "C", "C", "C", "C", "C", "C", "H", "H", "H", "H", "H", "H", "H", "H", "H", "H", "H", "H", "H", "H", "H", "H", "H", "H", "H", "H", "H", "H", "S", "C", "C", "C", "C", "C", "C", "C", "C", "C", "N", "H", "H", "H", "H", "H", "H", "C", "Si", "C", "C", "C", "C", "C", "C", "C", "C", "H", "H", "H", "H", "H", "H", "H", "H", "H", "H", "H", "H", "H", "H", "H", "H", "H", "H", "H", "H", "H", "C", "N", "C", "C", "N", "H", "H", "H", "H", "H", "H"], "coordinates": [[0.157, -0.140, -0.743], [-1.459, 3.246, 4.857], [-0.068, 3.775, 4.649], [0.654, 4.348, 5.690], [1.943, 4.826, 5.501], [2.529, 4.756, 4.247], [1.820, 4.210, 3.187], [0.540, 3.708, 3.391], [-0.186, 3.130, 2.314], [0.167, 2.026, 1.593], [1.342, 1.446, 1.961], [1.759, 0.108, 1.793], [1.372, -0.734, 0.747], [1.912, -2.012, 0.736], [2.784, -2.480, 1.701], [3.155, -1.631, 2.732], [2.655, -0.341, 2.789], [3.088, 0.569, 3.910], [-0.567, 1.539, 0.645], [-1.821, 2.171, 0.416], [-2.985, 1.529, 0.825], [-4.228, 2.108, 0.609], [-4.310, 3.350, -0.007], [-3.153, 3.995, -0.412], [-1.892, 3.426, -0.222], [-0.662, 4.121, -0.743], [-1.726, 3.269, 5.912], [-1.550, 2.218, 4.499], [-2.201, 3.840, 4.317], [0.197, 4.411, 6.670], [2.484, 5.259, 6.331], [3.527, 5.141, 4.085], [2.252, 4.178, 2.194], [-1.113, 3.483, 2.130], [1.802, 1.923, 2.718], [1.662, -2.647, -0.085], [3.182, -3.485, 1.636], [3.845, -1.964, 3.498], [3.764, 0.043, 4.580], [2.241, 0.922, 4.508], [3.622, 1.452, 3.544], [-2.899, 0.561, 1.299], [-5.126, 1.596, 0.928], [-5.273, 3.815, -0.176], [-3.221, 4.958, -0.905], [-0.896, 4.686, -1.646], [0.130, 3.407, -0.969], [-0.262, 4.827, -0.011], [3.078, 1.799, -3.431], [3.992, 0.848, -2.347], [3.213, 0.174, -1.454], [1.825, 0.413, -1.654], [1.614, 1.291, -2.685], [0.283, 1.695, -3.088], [0.026, 2.637, -4.085], [-1.281, 3.011, -4.338], [-2.296, 2.469, -3.564], [-1.965, 1.537, -2.597], [-0.711, 1.117, -2.386], [5.069, 0.844, -2.413], [3.626, -0.460, -0.684], [0.848, 3.072, -4.636], [-1.502, 3.737, -5.110], [-3.329, 2.757, -3.694], [-2.721, 1.150, -1.928], [0.817, -1.407, -4.039], [0.154, -2.146, -2.447], [-1.704, -2.633, -2.746], [-1.829, -3.051, -4.231], [-2.191, -3.803, -1.885], [-2.706, -1.489, -2.579], [1.251, -3.718, -2.132], [1.089, -4.632, -3.373], [2.742, -3.317, -2.150], [0.920, -4.634, -0.937], [0.779, -2.170, -4.819], [1.848, -1.073, -3.941], [0.210, -0.567, -4.378], [-1.223, -3.912, -4.500], [-1.582, -2.233, -4.908], [-2.874, -3.319, -4.416], [-1.637, -4.722, -2.061], [-3.236, -4.009, -2.139], [-2.151, -3.569, -0.821], [-2.523, -0.710, -3.316], [-2.698, -1.058, -1.581], [-3.712, -1.878, -2.770], [1.274, -4.117, -4.314], [0.116, -5.115, -3.422], [1.837, -5.427, -3.292], [3.026, -2.963, -3.142], [3.351, -4.200, -1.934], [3.023, -2.538, -1.445], [-0.025, -5.151, -1.092], [0.860, -4.143, 0.031], [1.695, -5.404, -0.865], [-1.677, -4.133, 2.303], [-1.465, -2.689, 2.426], [-0.724, -2.175, 3.588], [-1.453, -1.960, 1.335], [-1.451, -1.318, 0.371], [-2.176, -4.488, 3.203], [-0.732, -4.665, 2.177], [-2.318, -4.333, 1.448], [-0.884, -2.868, 4.411], [-1.116, -1.200, 3.872], [0.344, -2.096, 3.382]], "homo_lumo_gap_ev": 7.85, "largest_force_ha_per_bohr": 0.010, "de_lowest_ev": 0.000, "charge": 1, "e_lumo_ev": -2.562}

{"formula": "C43H56BBrInN9O6PS4Se", "method": "wB97M-V/def2-TZVPD", "elements": ["In", "C", "C", "C", "C", "N", "N", "B", "N", "N", "C", "C", "C", "C", "C", "S", "C", "C", "C", "C", "N", "N", "C", "C", "C", "C", "C", "S", "C", "C", "C", "C", "C", "S", "C", "C", "C", "C", "H", "H", "H", "H", "H", "H", "H", "H", "H", "H", "H", "H", "H", "H", "H", "H", "H", "H", "H", "H", "H", "H", "H", "H", "H", "H", "H", "H", "H", "H", "H", "H", "H", "H", "H", "H", "H", "H", "H", "C", "O", "P", "O", "C", "O", "C", "H", "H", "H", "H", "H", "H", "H", "H", "H", "O", "C", "N", "S", "O", "O", "C", "C", "C", "C", "C", "C", "H", "H", "H", "H", "Br", "C", "C", "C", "C", "C", "N", "H", "H", "H", "H", "Se", "C", "N"], "coordinates": [[-0.770, -0.075, -2.488], [2.981, -3.467, -0.736], [2.554, -2.213, -0.041], [3.415, -1.400, 0.618], [2.955, -0.205, 1.242], [1.687, 0.053, 1.321], [0.819, -0.760, 0.682], [-0.612, -0.466, 1.078], [-1.817, -1.196, 0.528], [-1.410, -1.623, 1.736], [-1.887, -2.669, 2.337], [-3.020, -3.253, 1.700], [-3.508, -2.797, 0.513], [-4.702, -3.403, -0.145], [-2.812, -1.726, -0.183], [-3.153, -1.250, -1.748], [-1.247, -3.174, 3.608], [0.120, -2.509, 3.802], [-2.169, -2.835, 4.788], [-1.061, -4.693, 3.489], [-0.843, 0.900, 1.661], [-0.533, 0.980, 2.973], [-0.673, 2.121, 3.572], [-1.168, 3.255, 2.866], [-1.494, 3.173, 1.556], [-2.037, 4.333, 0.785], [-1.294, 1.909, 0.902], [-1.714, 1.764, -0.741], [-0.334, 2.214, 5.050], [-1.637, 2.447, 5.832], [0.331, 0.930, 5.545], [0.619, 3.397, 5.280], [1.189, -1.792, -0.113], [0.085, -2.502, -1.179], [3.922, 0.777, 1.887], [4.532, 0.106, 3.126], [5.015, 1.128, 0.868], [3.184, 2.052, 2.297], [4.001, -3.730, -0.460], [2.930, -3.308, -1.814], [2.308, -4.291, -0.497], [4.467, -1.659, 0.660], [-3.502, -4.100, 2.172], [-5.162, -4.165, 0.481], [-4.406, -3.842, -1.101], [-5.432, -2.626, -0.381], [0.043, -1.421, 3.830], [0.803, -2.787, 2.993], [0.555, -2.849, 4.743], [-2.289, -1.754, 4.888], [-1.734, -3.220, 5.712], [-3.158, -3.284, 4.666], [-0.519, -4.950, 2.575], [-2.014, -5.225, 3.488], [-0.479, -5.048, 4.340], [-1.293, 4.196, 3.388], [-2.121, 5.213, 1.420], [-3.018, 4.088, 0.373], [-1.387, 4.557, -0.063], [-2.323, 1.606, 5.708], [-2.145, 3.357, 5.506], [-1.411, 2.550, 6.895], [-0.356, 0.084, 5.487], [0.632, 1.058, 6.586], [1.217, 0.693, 4.951], [0.151, 4.354, 5.044], [1.524, 3.298, 4.675], [0.912, 3.425, 6.331], [5.094, -0.793, 2.861], [3.749, -0.176, 3.834], [5.215, 0.797, 3.625], [5.615, 0.258, 0.592], [5.687, 1.875, 1.295], [4.572, 1.546, -0.040], [2.455, 1.841, 3.083], [2.647, 2.478, 1.449], [3.904, 2.785, 2.669], [-5.365, 2.605, -1.648], [-5.116, 2.227, -2.999], [-3.625, 1.691, -3.409], [-3.979, 1.324, -4.942], [-4.847, 0.223, -5.232], [-2.806, 3.051, -3.655], [-3.256, 4.060, -4.574], [-6.421, 2.851, -1.574], [-4.773, 3.482, -1.372], [-5.133, 1.789, -0.957], [-4.473, -0.702, -4.785], [-4.858, 0.107, -6.310], [-5.855, 0.427, -4.868], [-2.750, 4.982, -4.300], [-4.335, 4.192, -4.508], [-2.988, 3.779, -5.591], [2.756, -1.285, -2.813], [2.569, -0.114, -2.568], [1.452, 0.407, -1.924], [1.507, 2.051, -1.902], [0.499, 2.555, -2.810], [1.457, 2.553, -0.555], [3.110, 2.226, -2.606], [3.851, 3.358, -2.880], [5.088, 3.175, -3.484], [5.550, 1.900, -3.804], [4.784, 0.774, -3.526], [3.555, 0.958, -2.920], [3.481, 4.347, -2.640], [5.700, 4.039, -3.710], [6.516, 1.786, -4.277], [5.120, -0.224, -3.777], [-2.174, -4.242, -3.393], [-0.470, -3.875, -4.141], [0.299, -4.958, -4.528], [1.532, -4.694, -5.102], [1.912, -3.378, -5.288], [1.058, -2.377, -4.863], [-0.119, -2.608, -4.271], [-0.058, -5.967, -4.387], [2.177, -5.508, -5.408], [2.854, -3.123, -5.754], [1.314, -1.338, -5.011], [-0.567, 0.846, -4.881], [-1.442, -0.474, -5.819], [-1.981, -1.262, -6.465]], "homo_lumo_gap_ev": 6.85, "largest_force_ha_per_bohr": 0.018, "de_lowest_ev": 0.000, "charge": 1, "e_lumo_ev": -3.414}